1.
{"formula": "C10H16O", "method": "ωB97M-V with the def2-TZVPD basis set", "species": ["O", "C", "C", "C", "C", "C", "C", "C", "C", "C", "C", "H", "H", "H", "H", "H", "H", "H", "H", "H", "H", "H", "H", "H", "H", "H", "H"], "coordinates": [[-1.56626, 1.54795, 2.56379], [-2.23404, -0.50978, -2.41934], [1.97793, -0.70959, 0.12844], [-1.02852, 1.61780, 0.26509], [-2.01233, -0.89937, 0.17506], [-1.24725, 1.08370, -0.99274], [2.95715, -0.04128, -0.91226], [-1.84344, -0.17819, -1.04940], [-1.92909, -0.41035, 1.46096], [2.50393, -0.70041, 1.57502], [-1.49226, 0.90458, 1.44632], [-2.87521, 0.35728, -2.66700], [-2.06532, -1.00426, 2.37442], [3.33866, 0.97798, -0.59898], [1.96468, -1.78406, -0.13655], [3.74448, -0.72296, -1.21847], [2.99640, 0.32136, 1.76631], [-1.37407, -0.62962, -3.07391], [3.19596, -1.47577, 1.87857], [2.18650, 0.23671, -1.73383], [1.63482, -0.78302, 2.23660], [-2.77876, -1.45851, -2.35842], [0.90254, -0.36650, -0.03755], [-0.48006, 2.43821, 0.39865], [-0.86701, 2.33322, 2.55701], [-1.07100, 1.77442, -1.91233], [-2.53842, -1.91953, 0.28456]], "atomic_forces_ev_per_a": [[2.7217, 4.3222, 3.4509], [-1.1654, -1.2263, 0.1068], [0.7029, -0.9253, -0.5963], [-2.4141, -4.5644, 0.6597], [-2.3606, -2.5041, -1.1895], [0.1151, 1.3350, 0.5261], [-2.9427, 1.5081, -0.1872], [1.1915, 0.4046, 1.8687], [1.3289, 1.3741, -1.1677], [-0.6352, 2.4344, 0.2619], [0.8257, -0.0254, -2.8354], [0.1203, -0.9024, -0.7940], [-0.2112, 0.5134, -0.5795], [-0.1422, -1.3129, -0.0031], [-0.2935, 0.3721, -0.2115], [0.0336, 0.2383, -0.2147], [-0.6558, -1.4511, 0.0113], [-0.1099, 0.1658, -0.2091], [0.2424, -0.1993, -0.4512], [1.8717, -0.6729, 0.5214], [0.2154, 0.0742, 0.1874], [-0.2459, 0.2371, -0.7061], [1.5627, -0.0883, 0.7013], [1.7397, 3.6032, 0.6008], [-2.3814, -2.2697, 0.1424], [-0.1618, -1.6789, 1.5596], [1.0484, 1.2383, -1.4532]], "homo_energy_ev": -7.96, "e_above_lowest_kcal_mol": 69.6, "smiles": "Cc1ccc(O)cc1.CCC"}

---

2.
{"formula": "CH8NP2", "method": "ωB97M-V with the def2-TZVPD basis set", "species": ["P", "P", "N", "C", "H", "H", "H", "H", "H", "H", "H", "H"], "coordinates": [[2.25081, -0.12604, 0.05125], [-0.94744, -1.62192, 0.40796], [-0.60673, 1.07183, -0.16831], [0.00748, -0.33922, -0.57377], [0.11455, 1.61431, 0.33912], [1.87579, -1.06087, 1.03941], [-1.39508, 0.70694, 0.51111], [2.62374, -1.20316, -0.74972], [-0.10546, -2.82741, 0.47451], [-1.47625, -2.03313, -0.78459], [-0.92575, 1.66365, -1.05159], [-0.07405, -0.40506, -1.62041]], "atomic_forces_ev_per_a": [[-3.1448, -0.5205, -0.5153], [0.8338, -0.4685, -0.0275], [-1.0130, -0.9059, -0.6951], [2.9993, 1.3199, 2.2310], [-0.7328, -0.2040, -0.1731], [0.2885, 0.1834, 0.4044], [1.2958, 1.8486, -1.4642], [0.1667, -0.1683, -0.5070], [-0.1911, 1.3047, -0.0447], [-0.9948, -0.6337, -0.5700], [0.4325, -1.6033, 2.5192], [0.0598, -0.1527, -1.1577]], "total_charge": 1, "homo_energy_ev": -14.18, "e_above_lowest_kcal_mol": 22.6}

---

3.
{"formula": "C38H66O7", "method": "ωB97M-V with the def2-TZVPD basis set", "species": ["O", "O", "O", "O", "O", "O", "O", "C", "C", "C", "C", "C", "C", "C", "C", "C", "C", "C", "C", "C", "C", "C", "C", "C", "C", "C", "C", "C", "C", "C", "C", "C", "C", "C", "C", "C", "C", "C", "C", "C", "C", "C", "C", "C", "C", "H", "H", "H", "H", "H", "H", "H", "H", "H", "H", "H", "H", "H", "H", "H", "H", "H", "H", "H", "H", "H", "H", "H", "H", "H", "H", "H", "H", "H", "H", "H", "H", "H", "H", "H", "H", "H", "H", "H", "H", "H", "H", "H", "H", "H", "H", "H", "H", "H", "H", "H", "H", "H", "H", "H", "H", "H", "H", "H", "H", "H", "H", "H", "H", "H", "H"], "coordinates": [[-0.78348, 3.61339, 2.00666], [4.29903, 1.19196, 3.89663], [0.82048, -4.05162, 2.88078], [0.62527, -2.80791, -1.36750], [2.77175, -3.70019, -3.72216], [-6.11118, 2.16317, -0.49433], [2.47378, -2.63879, 0.97542], [4.39440, 4.95251, -2.40608], [3.49415, 4.08359, -1.79076], [2.10066, 1.74219, 3.26923], [-0.97123, 4.60778, -3.39352], [-2.40513, 2.65725, -3.65972], [-2.20179, -0.62260, 0.20671], [-4.03669, -6.96881, 3.93221], [-0.25078, -3.93638, -1.05772], [-6.43450, 2.45735, 0.88108], [-4.09311, -5.62853, 1.91133], [0.83610, -3.02534, 3.87555], [-2.02889, -6.01964, 3.08503], [-0.48661, -2.80485, 4.51811], [-3.37065, 4.72519, -2.92642], [-1.26318, 1.29562, -0.87286], [-1.09284, -0.81104, 0.93698], [-1.13702, 4.60435, 1.00400], [-2.36731, 0.43227, -0.69963], [-4.81889, -6.35351, 2.91070], [-1.14150, 3.24850, -3.78437], [3.30077, 2.87984, -3.88351], [-0.00065, -4.89921, -2.19301], [3.88143, -2.35479, 0.77650], [4.17181, 3.73993, -4.50450], [4.70393, 4.80936, -3.70911], [-3.54597, 3.37345, -3.23186], [3.30985, -1.60182, -4.75986], [3.50463, 2.27466, 3.47265], [2.94084, 3.08567, -2.52604], [-0.03643, 4.95356, -0.01763], [-5.17471, 2.84720, 1.66745], [-2.62660, -6.86396, 3.97064], [-2.09743, 5.30079, -2.99822], [-0.00117, 0.04084, 0.75748], [-0.11059, 1.06447, -0.16080], [-2.71241, -5.43237, 2.05585], [3.40539, -2.43046, -3.48235], [4.60370, -2.11270, 2.07603], [-1.02758, -1.59543, 1.65369], [-2.01967, -7.43771, 4.65557], [-6.10545, 3.01082, -0.97011], [0.69900, 1.75182, -0.39953], [-1.27552, 2.05271, -1.63773], [5.44727, 5.48016, -4.17087], [-4.56759, -7.51573, 4.71429], [-0.51775, 2.84989, 1.52445], [1.53416, 2.62615, 2.98192], [-1.27110, -3.67058, -1.00763], [-0.02854, -4.32945, -0.06515], [-0.46346, -2.00238, 5.20607], [-1.98317, 4.24301, 0.56751], [2.98517, -1.97602, -2.55830], [4.47307, -2.71675, -3.31944], [1.62657, 1.49477, 4.23790], [4.29573, 3.77785, -5.51614], [3.92487, -1.48928, 0.14422], [4.03442, 2.55942, 2.51337], [4.63227, -3.00538, 2.71285], [-4.81300, 3.81747, 1.21024], [4.34725, -1.24425, 2.58252], [-4.54975, 2.86590, -3.09534], [1.60828, -3.09009, 4.67440], [1.80476, -3.65440, -3.67914], [-3.26974, 0.48178, -1.21450], [-0.71638, -5.76162, -2.07388], [-5.24753, 3.04325, 2.72547], [-2.21563, -4.74548, 1.41477], [1.49842, -3.93126, 2.19341], [0.09966, 4.15641, -0.67689], [4.08890, 0.83436, 4.78747], [3.95226, -0.68620, -4.74735], [3.33888, 4.17696, -0.73057], [2.15077, 1.01329, 2.46619], [-0.33872, 2.66345, -4.11220], [-4.15482, 5.37443, -2.60627], [-1.19022, -2.66975, 3.70272], [0.83046, 5.46870, 0.42280], [-4.49490, 2.08128, 1.38060], [2.14457, -2.52380, 0.07325], [-0.95338, -3.63724, 5.08361], [4.24098, -3.18574, 0.21454], [2.29131, -1.41413, -5.14307], [-2.51289, 1.58263, -3.99596], [-4.70038, -5.18721, 1.11127], [2.78792, 2.12301, -4.45494], [5.62875, -1.96966, 1.75605], [4.89708, 5.73896, -1.80408], [0.18194, -2.01418, -1.08970], [-6.96322, 1.57360, 1.25186], [-0.16138, -4.40175, -3.10356], [0.91520, -0.15870, 1.24637], [3.74527, -2.23760, -5.65025], [0.94293, -5.37613, -2.09926], [-1.32330, 5.50019, 1.55606], [3.48334, 3.13259, 4.21645], [2.23619, 2.39683, -2.02649], [-3.04765, -1.26772, 0.13396], [-7.18841, 3.32450, 0.81552], [-0.47973, 5.63998, -0.73829], [-1.93783, 6.30646, -2.62520], [-5.94232, -6.45446, 2.96511], [1.16058, -2.04939, 3.37711], [-0.94609, -5.84925, 3.01670], [0.04161, 5.02574, -3.40353]], "atomic_forces_ev_per_a": [[0.0609, 1.5823, 0.0057], [1.2382, -0.9092, 1.1729], [-0.2973, -0.2400, 0.7263], [-0.3066, -0.6116, 0.3096], [0.0101, -0.1167, 0.2064], [0.1809, 0.3834, 0.0916], [0.4005, 0.4091, -0.1779], [0.4360, 0.8342, 1.7067], [0.6964, 0.5056, 0.1971], [0.0531, 1.9716, 0.0758], [0.0358, -1.8652, -0.6340], [-0.4571, -0.9124, -0.8908], [-2.3093, 0.9241, -2.1056], [-0.4645, 0.2539, -0.4084], [1.8137, 0.0906, -0.4547], [-1.3956, 1.6396, -0.4229], [-1.3547, -0.3209, 1.0454], [1.9791, 1.6361, -0.6953], [2.0335, 0.0912, -0.9745], [-1.4101, -1.7305, -0.6370], [0.8437, -0.5169, -0.1724], [-1.7362, -0.8482, -0.3937], [1.7685, 0.1791, 0.8054], [3.1175, 0.2886, 1.4991], [3.0886, 0.2319, 1.1955], [1.3734, -0.1705, 0.4545], [-1.8002, 1.7198, 0.9798], [-0.7509, 0.3297, 0.5393], [-1.7518, -1.9245, 2.1920], [-1.3628, 0.0280, 0.8906], [-0.4388, 1.6558, 3.6025], [0.8849, -0.6341, -2.4487], [-0.1150, -0.2599, 0.1120], [1.2963, -0.5866, -2.0763], [0.1861, -0.0127, 0.3662], [-0.5592, -1.5601, -0.4468], [-1.4261, 1.2721, 0.8647], [-0.5689, 1.5301, -1.8481], [-1.5724, -0.3274, 0.2638], [0.3002, 0.3495, 0.4707], [-0.7574, -0.1754, -0.4304], [0.6947, 0.6917, -0.2258], [-2.2407, 0.2097, -0.2335], [-0.0811, -0.9341, -0.3991], [1.1578, -2.0716, -1.3899], [0.1016, -0.6504, 0.3395], [-0.1865, 0.0825, 0.3062], [0.1048, -0.5345, 0.2533], [0.2633, -0.3062, 0.3730], [-0.0933, 0.2589, 0.1715], [-0.5482, -0.2693, 0.2083], [0.2550, -0.0213, -0.2410], [0.2989, -1.1920, -0.4907], [-0.5204, -0.0975, -0.5956], [-1.2239, 0.7965, -0.2517], [0.3922, -0.1705, -0.0236], [0.0388, 1.1831, 0.4106], [-2.4940, -0.6039, -1.6605], [0.2709, 0.0275, -0.6530], [-0.7824, 0.4676, 0.1006], [0.4345, -0.6936, -0.5896], [0.6555, -0.3863, -2.5427], [0.3154, 0.7032, -0.3428], [-0.9790, 0.1518, 1.0102], [-0.3416, 0.2779, 0.0045], [-0.1545, -0.9955, 0.4343], [-0.9231, 1.4989, 0.9986], [1.4135, 0.6586, -0.3546], [-0.1035, -0.8970, -0.4985], [0.4344, 0.4196, 0.1925], [-1.2857, 0.4439, -0.9992], [0.3786, 0.8255, -0.4118], [-0.2909, -0.4298, 0.3188], [0.4399, 0.2590, -0.6302], [-0.0441, 0.5879, 0.4709], [1.2297, -1.7238, -0.6668], [-0.1631, 0.7294, -0.9307], [-0.7978, -0.4856, 0.1600], [-0.3899, 0.0197, 0.1978], [-0.5035, -0.3382, 0.4053], [1.1479, -0.6872, -0.4538], [-0.6507, 0.0436, 0.1930], [-0.4187, 0.5900, 0.0429], [-0.1015, -0.7449, -0.1965], [1.0769, -0.5485, 0.3858], [-0.8478, -0.4068, 0.1311], [0.8211, -0.0512, -0.2782], [0.9218, -0.6774, -0.2603], [0.2580, 0.2867, 0.7309], [0.0707, 1.3082, 0.6235], [0.6027, -0.0054, 0.1724], [0.0282, -0.2760, -0.0274], [0.5392, 0.0962, 0.1275], [-0.4901, -0.5598, -0.4926], [-0.3262, 0.7255, 0.2900], [0.2577, 0.1710, 0.1313], [-0.1303, 0.4356, -1.3400], [0.6859, -0.1094, 0.5626], [-0.5625, 0.9675, 1.8256], [1.1528, 0.0052, -0.2372], [-0.5109, 0.4961, 0.4663], [0.3050, -0.7903, -0.8909], [0.3992, 0.3169, -0.4904], [-0.3351, -0.8738, 0.9217], [0.8691, -1.2265, 0.6233], [-0.1676, 0.5840, 0.2422], [-0.3059, 0.1375, -0.2149], [1.5139, 0.2077, -0.4092], [-0.5990, -0.9762, 0.3530], [-0.3581, -0.1977, 0.6653], [-0.5404, 0.0833, 0.0222]], "homo_energy_ev": -9.08, "smiles": "c1ccccc1.c1ccccc1.c1ccccc1.c1ccccc1.CCO.CCO.CCO.CCO.CCO.CCO.CCO"}